This record from the OMol25 dataset describes C7H10N2O4 in the gas phase in a non-equilibrium geometry. The level of theory is ωB97M-V with the def2-TZVPD basis set.

Each line ends with the Mulliken charge.
Positions of all 23 atoms, in Å:
C 2.394 -1.878 -0.321  -0.7027
C 1.341 -2.207 -1.049  -0.3359
C 0.122 -1.467 -0.984  0.9609
C 0.503 3.979 1.608  0.6469
C -0.811 0.516 -0.015  0.5695
C -1.146 -2.072 -1.537  -1.2546
C -0.652 3.272 2.318  -0.4390
N -0.397 1.175 1.058  -0.3514
N -1.256 2.225 1.533  -0.2669
O 1.298 3.197 0.923  -0.4788
O 0.769 5.133 1.824  -0.5782
O -1.815 0.726 -0.690  -0.6531
O 0.131 -0.470 -0.127  -0.2762
H 3.373 -2.455 -0.168  0.2648
H 2.316 -0.934 0.257  0.2190
H 1.284 -2.916 -1.912  0.3102
H -1.099 -3.086 -1.521  0.4503
H -1.901 -1.668 -0.842  0.3619
H -1.524 -1.766 -2.626  0.2428
H -1.442 3.874 2.861  0.3274
H -0.215 2.627 3.140  0.2466
H 1.000 2.252 0.776  0.4261
H -2.001 2.617 0.819  0.3103

Calculated values
- HOMO-LUMO gap (spin up / spin down) (eV) = 8.3566 / 4.9638
- energy relative to the best compared isomer or geometry (same formula, charge and spin) (kcal/mol) = 97.2
- strongest force on any atom (Eh/bohr) = 0.0968
- lowest unoccupied orbital energy (spin up / spin down) (eV) = -0.786 / -2.339
- highest occupied orbital energy (spin up / spin down) (eV) = -9.14 / -7.30

=====

This record from the OMol25 dataset describes 2 unconnected molecules or ions with the total composition CH4N4O in a non-equilibrium geometry. The level of theory is ωB97M-V with the def2-TZVPD basis set.

Each line ends with the Mulliken charge.
Positions of all 10 atoms, in Å:
C -1.045 -1.142 0.546  0.1396
N 1.857 1.348 -1.064  -0.7388
N 0.737 1.506 -0.675  1.1041
N 0.228 -1.033 0.545  -0.5488
N -0.320 1.792 -0.462  -0.6576
O -1.876 -0.150 0.246  -0.5404
H -1.564 -2.094 0.532  0.3375
H 2.493 0.777 -0.631  0.2716
H 0.889 -1.797 0.860  0.1996
H -1.401 0.794 0.103  0.4331

Calculated values
- HOMO-LUMO gap (eV) = 10.8475
- energy relative to the best compared isomer or geometry (same formula, charge and spin) (kcal/mol) = 29.5
- strongest force on any atom (Eh/bohr) = 0.0619
- lowest unoccupied orbital energy (eV) = 0.987
- highest occupied orbital energy (eV) = -9.86

=====

This record from the OMol25 dataset describes a molecular structure, C24H22BBr2F8LuN3PSSb in a non-equilibrium geometry. The level of theory is ωB97M-V with the def2-TZVPD basis set.

Each line ends with the Mulliken charge.
Positions of all 64 atoms, in Å:
Lu -1.478 -0.408 0.734  1.3580
Br 1.094 -1.205 2.502  0.0340
C 2.433 -2.492 1.951  -0.7804
Br 2.465 -2.876 0.076  -0.0434
H 2.227 -3.411 2.488  0.4710
H 3.392 -2.073 2.231  0.5062
C 3.611 3.577 1.015  -0.5632
C 2.433 3.976 0.405  -0.6888
C 1.632 3.049 -0.248  -0.4402
C 2.003 1.708 -0.293  0.2594
C 3.187 1.315 0.334  -0.4624
C 3.988 2.241 0.977  -0.6553
P 0.974 0.395 -1.024  1.4392
C 1.972 -0.185 -2.431  0.3867
C 1.632 -1.405 -3.007  -0.0686
C 2.321 -1.876 -4.112  -0.6309
C 3.368 -1.136 -4.644  -0.4886
C 3.720 0.075 -4.069  -0.6882
C 3.023 0.553 -2.970  -0.4375
C -0.399 1.283 -1.815  0.1478
C -0.179 2.162 -2.885  -0.4324
C -1.197 2.957 -3.367  -0.6932
C -2.449 2.903 -2.769  -0.9709
C -2.693 2.019 -1.726  -0.2898
C -1.676 1.190 -1.249  0.5086
H 4.234 4.303 1.520  0.3798
H 2.128 5.014 0.435  0.4175
H 0.707 3.373 -0.707  0.3572
H 3.488 0.273 0.307  0.3911
H 4.904 1.919 1.453  0.4027
H 0.818 -1.995 -2.611  -0.4450
H 2.037 -2.821 -4.553  0.4819
H 3.908 -1.504 -5.507  0.3822
H 4.537 0.655 -4.479  0.4177
H 3.302 1.504 -2.532  0.4225
H 0.810 2.227 -3.326  0.4108
H -1.016 3.627 -4.197  0.4139
H -3.243 3.544 -3.131  0.3726
H -3.679 2.000 -1.291  0.4253
C -3.668 -1.735 3.900  -1.2568
C -2.784 -2.700 3.192  0.2932
N -1.982 -2.482 2.162  0.4399
C -1.366 -3.693 1.899  -0.5815
C -1.795 -4.630 2.776  -0.7297
N -2.696 -3.987 3.588  -0.0990
H -4.117 -1.034 3.203  0.1577
H -3.103 -1.163 4.635  0.2224
H -4.469 -2.265 4.414  0.4662
H -0.665 -3.799 1.092  0.4323
H -1.566 -5.674 2.880  0.4239
H -3.218 -4.395 4.342  0.1825
S -1.081 -3.979 -2.629  -0.4118
C -1.101 -2.910 -1.426  0.6344
N -1.061 -2.141 -0.534  -0.7439
F -3.959 -0.918 0.856  -0.2014
B -3.669 -0.429 -0.385  0.2220
F -4.692 -0.077 -1.118  -0.1899
F -1.723 0.122 3.039  -0.5732
Sb -1.631 2.064 2.900  2.3265
F -2.851 1.636 1.484  -0.5793
F -3.018 2.298 4.132  -0.5161
F -1.485 3.851 2.392  -0.5063
F -0.271 2.119 4.179  -0.5229
F -0.364 1.470 1.541  -0.4970

Calculated values
- HOMO-LUMO gap (spin up / spin down) (eV) = 7.3524 / 6.8848
- energy relative to the best compared isomer or geometry (same formula, charge and spin) (kcal/mol) = 102.3
- expectation value of S² = 0.7578
- multiplicity = 2
- strongest force on any atom (Eh/bohr) = 0.0235
- lowest unoccupied orbital energy (spin up / spin down) (eV) = -0.537 / -1.286
- highest occupied orbital energy (spin up / spin down) (eV) = -7.89 / -8.17

=====

The following calculated total energy values (in eV) correspond, in order, to the records above: -18586.9709; -9106.9120; -252507.0623.